Run P
C7H14 | ωB97M-V with the def2-TZVPD basis set

Cartesian coordinates (Å):
H 0.47 -2.04 -1.69
C 0.47 1.09 1.27
C -1.16 -0.76 -1.09
H 2.36 0.07 1.49
H -1.46 -0.53 -2.11
H -1.25 2.26 0.73
H -1.92 -0.15 0.86
H -0.17 1.90 -0.62
H 0.04 0.57 2.14
C -1.63 0.27 -0.10
C 1.61 0.24 0.70
H -2.73 0.10 -0.53
H 0.61 -1.66 0.89
H 2.14 0.81 -0.08
C -0.67 1.46 0.26
C 1.19 -1.12 0.13
H -2.16 -1.36 -0.88
H 0.92 2.02 1.68
H 0.87 -0.36 -1.85
C 0.37 -1.09 -1.17
H 2.10 -1.71 -0.04

## Properties
Total charge: 0
HOMO in eV: -9.62

Löwdin atomic charge list, values in e, 8 entries: H 0.10; C -0.21; C -0.25; H 0.11; H 0.09; H 0.09; H 0.09; H 0.11

=====

Run Q
C7H14 | ωB97M-V with the def2-TZVPD basis set

Cartesian coordinates (Å):
C -0.25 -1.49 1.06
H 2.30 0.74 1.88
H 2.42 -0.90 1.22
H -0.10 1.56 -2.75
H 0.76 1.75 0.20
C -0.88 0.79 -0.80
H -0.09 -2.08 1.97
H -1.73 1.06 -0.16
H -1.88 1.86 -2.48
H 0.18 -2.04 0.22
C 0.44 0.73 -0.07
H 1.22 0.34 -0.74
H -2.19 -0.61 -1.96
C 1.80 -0.23 1.82
C -1.00 1.27 -2.22
H -1.33 -1.42 0.90
C 0.39 -0.10 1.23
H -0.40 -0.86 -2.20
C -1.19 -0.18 -1.90
H -0.23 0.46 1.94
H 1.75 -0.65 2.84

## Properties
Total charge: 0
HOMO in eV: -10.08

Löwdin atomic charge list, values in e, 8 entries: C -0.08; H 0.07; H 0.08; H 0.10; H 0.12; C -0.32; H 0.07; H 0.14

=====

Run R
C7H14 | ωB97M-V with the def2-TZVPD basis set

Cartesian coordinates (Å):
H 0.98 1.47 -1.58
C -1.81 0.11 1.13
H 1.26 0.65 2.14
H 0.82 1.92 0.99
H 2.51 1.44 1.17
C 1.32 0.01 0.08
H -1.05 1.56 -0.28
C -0.24 -1.75 -0.96
H -2.85 0.42 1.23
H 0.70 -2.28 -1.16
C -1.24 0.48 -0.24
H -1.24 0.60 1.94
C 1.11 0.41 -1.36
H -2.00 0.28 -1.01
H -0.75 -2.28 -0.15
H 1.65 -0.14 -2.14
H -0.87 -1.83 -1.86
C 0.02 -0.30 -0.61
H -1.76 -0.97 1.31
H 1.96 -0.86 0.23
C 1.48 1.06 1.15

## Properties
Total charge: 0
HOMO in eV: -9.66

Löwdin atomic charge list, values in e, 8 entries: H 0.11; C -0.09; H 0.07; H 0.07; H 0.08; C -0.28; H 0.11; C -0.04

=====

Run S
C7H14 | ωB97M-V with the def2-TZVPD basis set

Cartesian coordinates (Å):
H 1.79 -2.07 -1.02
C -2.31 0.41 -0.65
H -2.18 2.65 -0.82
H 2.11 0.21 1.05
C -2.17 1.82 -0.10
C 0.36 0.89 -0.64
H 2.52 -0.51 -1.43
H -2.48 0.25 -1.71
C -1.00 0.88 -0.10
C 1.53 -0.51 0.49
H 0.33 -2.28 0.92
H 0.90 1.84 -0.54
C 0.59 -1.30 1.33
H 0.55 0.34 -1.55
C 2.32 -1.21 -0.61
H 3.30 -1.57 -0.27
H 0.73 -1.29 2.41
H -0.94 0.34 0.97
H -2.81 -0.30 0.00
H -2.65 2.06 0.85
H -0.47 -0.62 1.39

## Properties
Total charge: 0
HOMO in eV: -8.60

Löwdin atomic charge list, values in e, 8 entries: H 0.08; C -0.13; H 0.10; H 0.10; C -0.12; C -0.01; H 0.06; H 0.10

=====

In hartree, relative to the most stable structure: run P 0.0500; run Q 0.0034; run R 0.0000; run S 0.1276.

=====

Run P
C5H8FN | ωB97M-V with the def2-TZVPD basis set

Cartesian coordinates (Å):
H -0.14 2.55 0.52
C 0.08 0.59 -1.22
H 0.85 1.14 -1.76
H -1.05 -3.42 0.43
H 0.40 1.72 2.00
C 0.46 0.50 0.24
H 1.58 2.22 0.78
H -0.39 -4.42 -0.98
N 0.69 -0.52 0.90
H -0.02 -0.40 -1.64
H -0.86 1.13 -1.32
C 0.50 -2.57 -0.63
C -0.36 -3.51 -0.38
F 1.44 -2.46 -1.54
C 0.57 1.85 0.93

## Properties
Total charge: 0
HOMO (spin up / spin down) in eV: -9.05 / -9.20

Löwdin atomic charge list, values in e, 8 entries: H 0.07; C -0.05; H 0.09; H 0.05; H 0.07; C -0.53; H 0.08; H 0.06

=====

Run Q
C5H8FN | ωB97M-V with the def2-TZVPD basis set

Cartesian coordinates (Å):
N -1.05 -1.21 0.20
H 1.20 0.74 -1.38
F 0.09 2.17 0.39
H 0.92 0.63 1.47
H -0.45 -1.17 -1.92
H -1.96 -1.52 -0.17
H 2.09 -1.59 -1.35
H 1.50 -1.68 0.39
H -1.34 -0.04 1.84
C 1.32 -1.27 -0.62
C -1.13 0.15 0.79
C 0.24 0.77 0.63
C 0.76 0.15 -0.62
H -1.81 0.88 0.40
C -0.13 -1.01 -0.88

## Properties
Total charge: 0
HOMO in eV: -9.05

Löwdin atomic charge list, values in e, 8 entries: N 0.01; H 0.13; F -0.04; H 0.15; H 0.14; H 0.12; H 0.10; H 0.11

=====

In hartree, relative to the most stable structure: run P 0.1162; run Q 0.0000.

=====

Run P
C5H15NO | ωB97M-V with the def2-TZVPD basis set

Cartesian coordinates (Å):
H -1.89 2.57 0.17
H -2.66 0.38 -0.96
H -0.67 0.91 1.06
H -2.91 -0.62 0.82
H 3.20 -0.29 -0.17
H -1.68 -1.86 1.03
C 0.90 -1.48 0.73
H -2.39 2.73 -1.53
C -1.65 0.77 -0.92
H -0.63 2.68 -1.08
H 4.72 0.11 0.00
O 4.11 -0.52 -0.39
H 1.93 -1.62 0.41
C -1.88 -0.79 1.12
C -0.93 0.15 0.32
C -1.63 2.32 -0.86
H -1.72 -0.64 2.20
H 0.20 -0.86 -1.03
H 0.87 -1.15 1.78
H -1.05 0.42 -1.76
H 0.45 -2.48 0.78
N 0.36 -0.43 -0.12

## Properties
Total charge: 0
HOMO in eV: -9.00

Löwdin atomic charge list, values in e, 8 entries: H 0.07; H 0.09; H 0.12; H 0.06; H 0.00; H 0.06; C -0.14; H 0.07

=====

Run Q
C5H15NO | ωB97M-V with the def2-TZVPD basis set

Cartesian coordinates (Å):
N -1.94 -0.90 -2.20
C 1.53 -0.24 0.55
H 2.22 0.47 0.11
H 0.65 2.21 0.19
C -1.71 0.44 -1.61
H -2.42 0.62 -0.80
H -1.05 1.85 0.56
H -2.80 -1.32 -1.87
H -0.67 2.75 -0.88
C -0.30 1.94 -0.24
H 1.31 -1.40 4.31
C 0.25 -0.53 -0.28
H -1.87 1.19 -2.38
H 2.06 -1.19 0.65
O 2.16 -1.38 3.84
H -1.20 -1.54 -1.95
H 0.30 0.83 -1.97
H 1.30 0.06 1.57
C -0.29 0.65 -1.06
H 2.49 -2.28 3.96
H 0.49 -1.38 -0.91
H -0.53 -0.88 0.40

## Properties
Total charge: 0
HOMO in eV: -9.01

Löwdin atomic charge list, values in e, 8 entries: N 0.00; C -0.10; H 0.07; H 0.07; C -0.26; H 0.11; H 0.08; H 0.06

=====

Run R
C5H15NO | ωB97M-V with the def2-TZVPD basis set

Cartesian coordinates (Å):
H 1.34 1.10 -1.07
H 2.38 -0.79 -0.61
H 2.65 -1.23 1.08
H -3.81 -0.51 0.00
C -2.88 -0.34 -0.52
H 1.74 -2.28 0.07
C 1.91 -1.23 0.28
H 0.85 1.06 -2.51
H 0.61 1.69 0.92
H -1.83 -1.21 1.08
H 0.64 0.92 2.49
H 2.07 1.04 1.54
O 1.21 1.66 -1.84
H -1.76 0.53 1.16
C -1.72 -0.32 0.46
H -2.95 0.60 -1.07
C 0.66 -0.49 0.76
H -2.67 -1.13 -1.25
H 0.35 -1.17 1.56
H -0.45 0.19 -0.97
N -0.41 -0.44 -0.18
C 1.00 0.83 1.47

## Properties
Total charge: 0
HOMO in eV: -8.76

Löwdin atomic charge list, values in e, 8 entries: H -0.02; H 0.07; H 0.08; H 0.07; C -0.09; H 0.07; C -0.07; H 0.04

=====

Run S
C5H15NO | ωB97M-V with the def2-TZVPD basis set

Cartesian coordinates (Å):
H 1.58 0.24 -2.43
H 1.50 1.56 -1.59
H -0.71 -1.72 0.71
C 0.98 0.66 -1.61
N 1.00 0.07 -0.28
H -0.20 0.50 1.54
H 2.76 -0.95 0.22
H -5.23 -1.74 -1.67
H -0.94 1.29 -0.06
H 3.05 0.73 -0.10
H 0.00 0.86 -1.86
O -5.42 -0.77 -1.94
H 1.84 1.30 2.08
C 2.29 0.09 0.47
C -1.19 -0.87 0.30
H 3.57 0.53 2.19
C 2.48 0.42 1.97
H -1.40 -1.07 -0.69
H 1.95 -0.43 2.59
C -0.24 0.46 0.44
H -5.44 -0.33 -1.08
H -2.22 -0.82 0.81

## Properties
Total charge: 0
HOMO in eV: -7.92

Löwdin atomic charge list, values in e, 8 entries: H 0.09; H 0.05; H 0.04; C -0.09; N -0.23; H 0.09; H 0.12; H 0.08

=====

In hartree, relative to the most stable structure: run P 0.0178; run Q 0.0000; run R 0.0107; run S 0.0877.